1.
A molecular structure, C23H27Cl48IN2O3PS in a non-equilibrium geometry. Source: OMol25; level of theory: ωB97M-V/def2-TZVPD.

Cartesian coordinates (Å):
1 I 0.98303 7.99175 5.03634
2 Cl -1.15665 -4.68810 -4.40930
3 Cl 9.47697 -0.13126 8.65798
4 Cl 0.90965 0.70607 5.40224
5 Cl 2.15142 2.50458 3.49799
6 Cl -0.65627 -4.61413 6.54856
7 Cl -3.01415 0.37672 4.35589
8 Cl 9.04123 0.14196 11.51599
9 Cl -0.75633 -1.03965 3.20863
10 Cl -4.58968 1.08218 -8.27606
11 Cl 0.83020 -5.45487 -6.39141
12 Cl -3.47451 -1.80158 2.49496
13 Cl 3.77360 0.59474 4.96948
14 Cl -5.15181 -8.52205 -10.61623
15 Cl -10.72979 -12.87840 -8.50599
16 Cl 2.30195 1.30902 -4.75907
17 Cl -3.78101 -0.13539 -1.19031
18 Cl -5.37888 1.58234 -5.52636
19 Cl 3.56129 -1.32628 1.27666
20 Cl 8.96091 2.34871 -3.78459
21 Cl -7.70696 -8.77888 -9.25910
22 Cl 7.43791 1.96652 3.83691
23 Cl -1.00333 11.10031 2.46548
24 Cl -1.54560 8.82067 0.75902
25 Cl 6.24083 -0.97238 2.33300
26 Cl 1.11707 -2.69905 5.28180
27 Cl 10.49462 0.40085 -2.27395
28 Cl -2.08020 -2.28792 -2.15050
29 Cl -4.93355 -2.72491 -1.83341
30 Cl 7.62811 0.62523 -1.86397
31 Cl -4.59435 -4.68835 -5.94046
32 Cl 9.25452 3.76344 2.46220
33 Cl -4.48154 -4.65577 -8.86017
34 Cl 7.50001 -1.79016 9.99242
35 Cl -11.55183 -11.00070 -10.56395
36 Cl -2.67956 11.41907 0.11601
37 Cl 3.87445 -2.42629 9.11775
38 Cl -0.53335 1.35603 -5.41032
39 Cl -1.99079 -5.42446 -7.09511
40 Cl 8.22341 1.42985 1.07491
41 Cl 5.60360 -0.49452 7.80608
42 Cl -3.80106 -0.76678 -6.18016
43 Cl 0.22187 -5.03818 3.81247
44 Cl -7.03334 -4.91183 -7.49853
45 Cl 4.71261 1.33657 1.43644
46 Cl -5.25543 -8.56517 -7.71523
47 Cl 0.33404 2.03593 -2.72718
48 Cl -12.29323 -10.53694 -7.79360
49 Cl 4.68205 -2.83692 6.35605
50 S -4.17104 5.34777 0.52169
51 P -0.16943 1.48432 -0.02636
52 O -3.13099 2.86568 -0.30583
53 O 1.38268 1.27213 0.58381
54 O -1.17049 0.32188 0.63265
55 N -1.82215 5.65482 1.58201
56 N -2.52753 4.80539 0.87894
57 C -2.42507 -1.18252 3.77243
58 C -0.83868 3.12215 0.61982
59 C -1.40477 6.15803 4.62486
60 C -4.12485 0.92232 -6.58123
61 C 5.16537 -2.20092 7.93401
62 C 0.66743 -4.40298 5.39998
63 C -0.50313 7.05847 3.71874
64 C -0.56488 5.31323 1.83985
65 C 0.66627 1.03843 -4.15379
66 C -1.29675 10.57409 0.80932
67 C -2.21482 3.59448 0.38449
68 C 2.20740 0.88713 4.22792
69 C -3.51840 -1.88444 -1.20337
70 C -11.05784 -11.18393 -8.87754
71 C -6.08965 -8.07017 -9.19080
72 C -5.41697 -4.20050 -7.42855
73 C 5.05268 -0.37775 1.17276
74 C -0.81822 -5.71757 -5.81207
75 C 9.06231 -0.97601 10.15251
76 C 8.73212 2.08663 2.63808
77 C 0.31573 6.26684 2.66530
78 C -0.04672 4.05881 1.34912
79 C 8.94461 0.74945 -3.04040
80 H -1.33157 5.07920 4.40331
81 H 1.54593 1.79138 1.40150
82 H -0.62099 -0.42205 0.95041
83 H 1.52516 -4.95804 5.76144
84 H -10.14399 -10.61988 -8.72591
85 H -5.51899 -3.12147 -7.42110
86 H 5.46132 -0.49443 0.17558
87 H -2.45742 6.47139 4.47908
88 H 9.57470 1.50456 2.99134
89 H 6.03218 -2.75315 8.26721
90 H -0.90819 -6.75124 -5.50044
91 H 2.06277 0.15514 3.43819
92 H -0.42128 10.80846 0.21573
93 H -3.90506 6.53111 -0.11793
94 H -1.19219 6.29655 5.69734
95 H -2.44277 -1.88643 4.59732
96 H 9.81911 -1.72793 10.33981
97 H -1.10446 7.87353 3.29702
98 H 8.77509 0.01373 -3.81707
99 H 0.58036 -0.00061 -3.85790
100 H -3.21560 1.48900 -6.42294
101 H 0.99750 3.82346 1.57712
102 H -6.19179 -6.99204 -9.17826
103 H -3.35440 -2.20859 -0.18380
104 H 0.87130 6.94504 1.99183
105 H 1.03509 5.63394 3.22121
106 H -3.51899 2.28373 0.37551

Force components x, y, z for each atom (eV/Å):
-0.31 0.06 -0.53
-0.04 -0.08 -0.03
0.00 -0.06 0.03
0.14 0.25 0.15
-0.01 0.24 0.08
0.06 0.02 -0.04
0.04 -0.04 0.01
0.00 -0.09 -0.06
-0.15 -0.33 0.05
0.06 0.01 0.07
-0.04 -0.03 0.07
0.01 -0.01 0.10
-0.18 0.03 -0.12
-0.04 0.07 0.05
0.03 0.08 0.00
-0.10 -0.05 0.06
-0.09 -0.02 -0.13
0.08 0.01 0.01
-0.02 -0.03 -0.02
-0.04 -0.10 0.02
-0.01 0.08 -0.01
0.08 0.02 0.02
0.04 -0.08 -0.06
0.00 -0.12 -0.09
-0.27 -0.16 -0.07
0.14 -0.17 0.23
-0.09 -0.02 -0.04
-0.02 0.10 0.11
0.10 0.06 0.06
-0.15 -0.09 -0.24
-0.88 0.38 0.15
0.01 -0.08 0.01
-0.11 0.05 -0.04
0.40 -0.14 0.50
0.07 0.03 0.08
0.10 -0.09 0.01
0.08 -0.01 -0.03
0.04 -0.07 -0.04
0.99 -0.31 -0.13
0.36 0.27 0.23
-0.19 -0.01 -0.23
0.05 -0.02 0.05
0.03 0.02 0.04
0.02 0.06 -0.03
-0.02 -0.08 -0.09
-0.03 0.10 -0.02
0.34 -0.16 -1.40
0.07 0.02 -0.02
0.06 -0.02 0.01
-0.49 0.39 -0.02
0.14 -1.03 -0.64
0.80 0.74 1.40
-2.10 1.12 0.58
1.10 1.09 0.33
1.65 -0.06 0.52
-1.87 -0.27 -1.62
-0.08 0.12 -0.13
-0.58 1.73 2.36
-0.43 0.40 -0.05
-0.14 -0.06 -0.09
-0.29 0.17 -0.17
-0.05 -0.01 -0.04
0.21 -0.50 0.72
0.29 -0.47 -0.65
0.11 0.33 -0.31
-0.10 0.31 0.07
2.64 -0.83 0.32
0.18 -0.41 0.32
-0.08 -0.09 -0.14
-0.08 -0.06 -0.04
0.09 -0.14 -0.03
-0.02 -0.11 0.23
0.15 0.00 0.21
0.04 0.05 -0.23
0.01 0.16 0.00
-0.09 0.07 -0.06
-0.77 -0.38 0.22
-1.00 -0.40 -0.67
0.19 0.11 0.01
0.11 0.42 0.01
0.25 -0.57 -0.12
-0.44 0.27 -0.01
-0.04 0.03 -0.01
-0.08 -0.06 -0.01
0.02 -0.05 -0.01
-0.06 -0.01 0.03
0.46 -0.33 0.03
-0.05 0.02 -0.02
0.00 -0.02 -0.08
0.02 0.06 0.02
0.04 0.10 -0.05
-0.03 -0.06 0.02
0.45 -0.63 0.44
-0.02 -0.12 -0.55
0.05 0.03 -0.04
-0.05 0.02 -0.02
0.50 -0.28 0.04
-0.02 0.03 0.05
-0.02 0.06 0.01
-0.05 -0.03 0.01
-0.45 0.12 -0.12
-0.01 -0.06 0.01
0.05 0.03 -0.05
-0.23 -0.34 0.26
-0.20 0.32 -0.42
-0.25 -0.37 -0.56

Output
E = -24353.8891 a.u.
HOMO-LUMO gap = 0.2407 Ha
largest force on an atom = 2.99 eV Å⁻¹
2S+1 = 1
total charge = +1
M = 2271.2 u
E_LUMO = -0.1652 Ha

Atomic partial charges in e from the Mulliken method, atoms 1 to 5: 0.08, -0.09, -0.11, -0.11, -0.09

***

2.
2 unconnected molecules or ions with the total composition C18H36BO8. Source: OMol25; level of theory: ωB97M-V/def2-TZVPD.

Cartesian coordinates (Å):
1 O -3.32239 0.83634 0.52411
2 O 1.03318 2.89565 -2.00421
3 O -0.32052 2.60015 5.99367
4 O 1.10476 0.82685 0.19693
5 O 0.15653 2.46272 3.82994
6 O 1.24731 0.95951 -3.28862
7 O 1.95277 -0.48704 -1.52863
8 O -0.66304 0.66044 4.88541
9 C 1.04570 -1.59272 -3.73872
10 C 1.79982 0.80553 -1.05087
11 C 0.26556 3.84718 4.15358
12 C -2.58135 -0.15056 -0.18043
13 C 0.37766 3.80584 5.66962
14 C 1.74791 0.24398 1.31226
15 C 0.64807 -3.15496 -1.70716
16 C -0.53927 -2.25660 -1.34679
17 C 0.04249 -1.50227 2.08992
18 C -2.83290 -1.54938 -2.30108
19 C -1.86379 -2.69679 -1.99368
20 C -3.52671 -0.93523 -1.08468
21 C 1.44463 -1.23618 1.53409
22 C 0.89117 1.47684 -2.07803
23 C 1.10750 -3.01688 -3.17531
24 C -0.31072 1.79089 4.90255
25 C 3.16775 1.49872 -0.95530
26 C -2.48994 1.67390 1.29007
27 B 1.92125 -0.40515 -3.04709
28 H -4.02046 -1.73042 -0.50963
29 H -1.64155 -3.20847 -2.93889
30 H -0.09256 -2.56496 2.32914
31 H 0.64041 3.20571 -2.81334
32 H -0.71653 -1.22585 1.35135
33 H 3.87958 0.90301 -0.38043
34 H -3.09756 2.11166 2.08571
35 H -0.63817 4.35746 3.81621
36 H 0.49262 -3.68856 -3.79950
37 H -0.30544 -1.23246 -1.65252
38 H 2.19327 -1.60100 2.25585
39 H 3.06207 2.48782 -0.49672
40 H -2.27060 -0.76062 -2.81868
41 H 0.37759 -4.20712 -1.51310
42 H -3.60802 -1.90678 -2.99162
43 H -0.16138 1.24574 -1.82090
44 H -2.08833 -0.80898 0.54977
45 H 2.13449 -3.40601 -3.25546
46 H 3.08060 -0.36871 -3.49311
47 H 3.55302 1.60649 -1.97242
48 H 1.38027 -1.64532 -4.78942
49 H 1.48140 -2.91237 -1.03953
50 H -1.65578 1.11795 1.74340
51 H -0.64443 -2.22291 -0.25068
52 H 1.39405 0.80940 2.18695
53 H -0.09685 4.64367 6.17312
54 H -0.00951 -1.27601 -3.78673
55 H -0.13669 -0.91172 2.99585
56 H -1.78806 0.33092 -0.77519
57 H -4.31023 -0.24467 -1.41914
58 H 1.60104 -1.77730 0.59470
59 H 1.41215 3.71097 6.00453
60 H 1.13225 4.26674 3.65117
61 H -2.36471 -3.42641 -1.34079
62 H 2.82832 0.39247 1.25112
63 H -2.06471 2.47714 0.66958

Force components x, y, z for each atom (eV/Å):
-0.20 -0.15 0.04
0.20 -0.28 0.16
0.01 0.00 0.07
-0.16 -0.02 -0.09
0.01 -0.01 -0.12
0.19 -0.14 -0.13
-0.13 0.21 -0.26
-0.07 -0.11 0.21
0.00 0.03 -0.32
0.54 -0.32 0.53
-0.02 0.05 0.05
0.00 -0.01 -0.09
0.04 0.02 -0.04
-0.07 0.07 0.13
-0.03 -0.01 -0.01
-0.13 -0.03 0.21
0.13 0.11 -0.07
0.03 -0.04 0.02
0.07 0.03 -0.01
0.07 0.03 0.10
0.05 -0.12 0.08
-0.22 0.07 0.39
0.00 -0.14 0.07
0.01 0.11 -0.15
-0.23 0.26 0.01
0.26 0.06 0.04
0.09 0.07 0.15
-0.01 0.14 -0.03
-0.02 0.02 0.11
0.00 0.16 -0.04
-0.18 0.31 -0.53
0.41 -0.07 0.44
-0.10 -0.06 -0.12
0.02 0.02 -0.05
0.00 0.01 0.00
0.10 0.12 0.08
0.03 -0.21 0.10
-0.13 -0.01 -0.11
0.06 -0.10 -0.11
-0.11 -0.08 -0.06
0.06 0.14 0.01
0.10 0.04 0.05
0.10 -0.03 0.00
-0.30 0.23 -0.35
-0.15 0.07 0.04
-0.09 -0.01 0.00
-0.03 0.01 0.12
-0.15 0.02 0.13
-0.12 0.00 -0.20
-0.15 0.10 -0.04
0.01 -0.13 -0.49
0.06 -0.07 -0.10
-0.05 -0.03 0.00
0.12 -0.03 0.00
0.01 -0.13 -0.09
-0.15 -0.07 0.12
0.11 -0.04 0.04
0.02 0.16 0.19
0.01 0.01 -0.01
0.03 -0.05 0.00
0.02 -0.02 -0.15
0.02 -0.05 -0.01
0.02 -0.11 0.09

Output
E = -1334.3290 a.u.
HOMO-LUMO gap = 0.2433 Ha
largest force on an atom = 0.83 eV Å⁻¹
2S+1 = 1
total charge = -1
M = 391.3 u
E_LUMO = 0.0811 Ha

Atomic partial charges in e from the natural (NBO) method, atoms 1 to 5: -0.56, -0.75, -0.50, -0.56, -0.48

***

3.
A molecular structure, C7H20FO2PS2Si2. Source: OMol25; level of theory: ωB97M-V/def2-TZVPD.

Cartesian coordinates (Å):
1 S -1.37906 5.17855 1.77223
2 S 0.59248 2.60276 -3.70606
3 P -2.91436 4.52043 0.75058
4 Si -2.35911 2.70348 -0.45892
5 Si -0.11580 1.73363 -1.90486
6 F -3.34057 2.64808 -1.71854
7 O 1.09659 1.12123 -1.01066
8 O -0.83196 2.89154 -0.96992
9 C 1.36679 -2.34899 2.25776
10 C 0.06688 -2.14801 1.47897
11 C 1.66359 -0.11174 -1.47799
12 C 2.27445 -2.43960 -0.97332
13 C -0.91840 -1.38753 2.38909
14 C 0.24002 -1.44794 0.10348
15 C 1.66366 -1.17246 -0.37648
16 H 3.34078 -2.32034 -1.14777
17 H -4.01951 4.14461 1.53393
18 H -0.36148 -3.13591 1.32169
19 H -1.54592 -2.07294 2.95103
20 H 1.81520 -2.62499 -1.94381
21 H -0.35103 -0.53878 0.11055
22 H 1.83756 -1.38523 2.44317
23 H 0.04100 1.75945 -4.57806
24 H -3.46113 5.47272 -0.12585
25 H -0.38313 -0.74435 3.08272
26 H 1.14919 -0.48744 -2.36418
27 H 2.09592 -3.31256 -0.35747
28 H -1.10283 0.68216 -2.21888
29 H 2.69468 0.10649 -1.75081
30 H -1.58573 -0.74743 1.81691
31 H -0.21137 -2.09214 -0.65420
32 H -2.56887 1.47850 0.32300
33 H 1.14009 -2.76748 3.23487
34 H 2.08161 -2.99338 1.75764
35 H 2.28977 -0.76441 0.41016

Force components x, y, z for each atom (eV/Å):
-0.12 -0.12 -0.01
0.29 0.44 -0.03
0.77 0.42 0.44
-0.23 0.23 0.09
0.17 0.02 -0.08
-0.11 -0.04 -0.07
-0.14 -0.23 -0.13
-0.18 -0.31 -0.16
-0.16 0.23 0.06
0.05 0.13 0.30
0.44 0.15 0.59
0.10 0.33 -0.10
0.00 -0.01 -0.33
0.04 -0.41 0.12
-0.37 0.13 -0.53
0.17 -0.10 0.07
-0.22 -0.05 -0.18
-0.02 -0.12 -0.21
0.03 -0.07 0.23
-0.10 -0.13 -0.10
0.06 0.29 0.02
0.13 0.08 0.02
-0.22 -0.25 0.10
-0.27 -0.14 -0.12
0.04 0.10 0.14
-0.18 -0.03 -0.14
0.08 -0.12 0.13
-0.04 -0.01 -0.03
0.09 -0.05 -0.22
-0.14 0.02 -0.11
-0.16 0.03 -0.13
0.06 -0.03 0.03
0.00 -0.19 0.10
0.09 -0.09 -0.04
0.04 -0.07 0.28

Output
E = -2245.9876 a.u.
HOMO-LUMO gap = 0.3331 Ha
largest force on an atom = 0.98 eV Å⁻¹
2S+1 = 1
total charge = 0
M = 306.5 u
E_LUMO = 0.0184 Ha

Atomic partial charges in e from the natural (NBO) method, atoms 1 to 5: -0.58, -0.45, 0.34, 1.71, 1.76

***

4.
A molecular structure, C18H22F5NOReSbSe4Si2 in a non-equilibrium geometry. Source: OMol25; level of theory: ωB97M-V/def2-TZVPD.

Cartesian coordinates (Å):
1 Re 0.54864 0.07553 0.32468
2 Sb 2.26683 2.00565 -2.33059
3 Se 0.81592 2.30361 0.31017
4 Se 0.89358 -0.33117 -1.88656
5 Se 4.39349 1.54601 -1.47888
6 Se 0.70054 3.16662 -3.61921
7 Si -1.93726 1.02083 2.58569
8 Si -2.80093 0.94016 -0.68645
9 F 4.95579 -3.63767 1.14316
10 F 4.52154 -1.44950 5.27346
11 F 5.81410 -3.19651 3.67274
12 F 2.79312 -2.29592 0.21443
13 F 2.35962 -0.11836 4.34889
14 O 1.44623 -0.50975 1.83059
15 N -0.61212 -1.69609 0.24058
16 C 4.32294 -2.78189 1.92337
17 C 4.09558 -1.65928 4.04270
18 C -2.46662 -3.49943 1.03873
19 C 2.54480 -1.19897 2.27495
20 C 4.76108 -2.55604 3.22214
21 C 3.22215 -2.10013 1.46654
22 C -1.70330 0.25259 0.79303
23 C -0.36754 -3.00969 0.02881
24 C -2.68924 -2.14862 1.25706
25 C -1.73797 -1.24603 0.80578
26 C -2.61307 2.77356 -0.76754
27 C -1.30197 -3.94022 0.40234
28 C -1.46673 2.80217 2.73142
29 C -3.74239 0.92036 3.01419
30 C -0.93210 -0.01032 3.75966
31 C 2.99172 -0.98113 3.56859
32 C -4.52642 0.39438 -0.29027
33 C -2.37364 0.13647 -2.29240
34 H 0.02547 0.46339 3.98207
35 H -3.20653 -4.22129 1.36608
36 H -1.48969 0.55556 -2.76971
37 H 0.57042 -3.27323 -0.44059
38 H -3.12015 3.16584 -1.65618
39 H -1.47660 -0.10259 4.70534
40 H -5.12240 0.53695 -1.19894
41 H -3.82154 1.16762 4.08055
42 H -3.21603 0.31592 -2.96855
43 H -0.45336 3.05497 2.42645
44 H -3.05683 3.26423 0.10394
45 H -2.16112 3.46156 2.20792
46 H -1.53193 3.03913 3.79936
47 H -1.56431 3.06986 -0.83495
48 H -2.25717 -0.94963 -2.20697
49 H -4.99778 0.96397 0.50543
50 H -1.12362 -4.99029 0.21349
51 H -4.21523 -0.05422 2.87090
52 H -3.57857 -1.80213 1.76408
53 H -4.57450 -0.66836 -0.04124
54 H -0.73791 -1.02658 3.40376
55 H -4.31180 1.67262 2.46574

Force components x, y, z for each atom (eV/Å):
-1.08 0.93 0.88
0.17 -0.13 -0.33
-0.11 -0.42 0.29
0.46 -0.27 -0.20
-0.52 0.27 -0.24
0.44 -0.20 0.31
-0.18 -0.15 -0.06
0.06 -0.04 0.33
-0.02 0.02 -0.02
-0.03 -0.01 -0.06
0.01 -0.02 0.01
-0.12 0.04 -0.07
0.01 0.02 -0.02
0.34 -0.29 -0.65
0.29 -0.44 -0.05
0.17 -0.08 0.10
0.10 0.04 0.24
-0.02 0.01 0.04
-0.52 0.31 -0.17
0.16 -0.13 0.01
-0.14 -0.04 -0.32
1.35 -0.29 -0.09
-0.08 0.27 0.07
-0.13 -0.03 0.09
-0.25 0.12 -0.12
-0.07 0.30 0.06
-0.08 -0.04 0.03
-0.01 0.24 -0.06
-0.19 -0.06 0.04
0.12 -0.17 0.15
-0.07 0.16 0.24
-0.22 -0.07 -0.02
0.07 -0.18 -0.32
-0.02 -0.06 0.00
0.05 0.04 -0.03
-0.06 0.03 -0.06
0.01 0.05 0.00
0.04 -0.07 0.09
0.06 0.04 -0.08
0.02 -0.01 0.11
0.00 -0.03 -0.13
0.03 -0.04 0.03
0.04 0.05 0.10
0.06 -0.01 -0.10
0.06 0.01 0.03
-0.02 0.02 -0.05
-0.06 0.10 -0.05
0.01 0.07 -0.05
-0.04 0.00 0.05
-0.03 0.05 0.03
0.03 0.13 0.03
0.01 -0.04 -0.07
-0.06 0.07 -0.04
-0.01 0.04 0.07
-0.04 -0.06 0.04

Output
E = -11831.0869 a.u.
HOMO-LUMO gap = 0.1891 Ha
relative energy (zero: lowest compared OMol25 entry of this formula, charge and spin) = 5.90 kcal/mol
largest force on an atom = 1.68 eV Å⁻¹
2S+1 = 1
total charge = +2
M = 1043.3 u
E_LUMO = -0.3561 Ha

Atomic partial charges in e from the natural (NBO) method, atoms 1 to 5: 0.83, 0.98, 0.26, 0.10, -0.20

***

5.
A molecular structure, C2H3F2N in a non-equilibrium geometry. Source: OMol25; level of theory: ωB97M-V/def2-TZVPD.

Cartesian coordinates (Å):
1 F -1.38868 -1.37593 0.12082
2 F 2.05086 -0.41754 0.25001
3 N 0.58768 -0.45172 -0.62853
4 C -0.39209 -0.48762 0.39395
5 C -0.21115 0.74457 -0.47701
6 H 0.09849 1.59127 0.21600
7 H -0.01354 -0.71603 1.49629
8 H -0.73157 1.11301 -1.37152

Force components x, y, z for each atom (eV/Å):
-0.04 0.07 0.00
-3.02 0.39 -1.88
3.06 -0.21 1.50
-0.03 -1.37 0.96
0.67 1.41 2.60
0.07 -1.10 -1.12
-0.78 1.51 -2.45
0.07 -0.69 0.40

Output
E = -332.3329 a.u.
HOMO-LUMO gap = 0.3899 Ha
relative energy (zero: lowest compared OMol25 entry of this formula, charge and spin) = 78.41 kcal/mol
largest force on an atom = 3.58 eV Å⁻¹
2S+1 = 1
total charge = 0
M = 79.0 u
E_LUMO = -0.0270 Ha

Atomic partial charges in e from the natural (NBO) method, atoms 1 to 5: -0.33, -0.37, 0.02, 0.28, -0.35